<a>
Below is C6H9N3 in the gas phase, with properties calculated with ωB97M-V/def2-TZVPD.

2S+1 = 1
orbital gap = 9.19 eV
SMILES = [H]/N=C1\NC=C[C@@H]2N[C@@]12C

```
18
C6H9N3 (ωB97M-V/def2-TZVPD)
C 1.4900 1.1896 0.3865
C 0.0793 0.7069 0.5380
C -0.9533 0.6451 -0.4763
C -0.6716 -0.1080 -1.8315
C -0.1894 -1.3530 -1.2976
C -0.2928 -0.5710 1.1954
H 1.8772 0.3542 -0.1574
H 1.2393 1.7294 -0.7048
H 2.1354 1.7412 1.3285
H -0.4379 2.6936 -0.1123
H -1.6774 -0.0085 0.0728
H -0.6104 0.2195 -2.8714
H 0.0164 -2.2941 -1.7251
H 0.8005 -2.3795 0.2677
H -1.2090 -1.9386 2.4244
N -0.8396 1.8539 0.3305
N 0.0482 -1.6307 0.2400
N -0.8049 -0.8502 2.3924
```

=====

<b>
Below is C6H9N3 in the gas phase, with properties calculated with ωB97M-V/def2-TZVPD.

2S+1 = 1
orbital gap = 8.03 eV
SMILES = Cc1[nH][nH][nH]c2c(C)c1-2

```
18
C6H9N3 (ωB97M-V/def2-TZVPD)
C 0.3365 -0.3133 -0.0105
C 0.9929 -0.0957 -1.2447
C -0.0605 0.7123 -1.2525
C -0.3913 -0.3080 1.0794
C 2.0028 -0.6919 -2.1397
C -0.2083 -1.1213 2.3249
N -1.0343 1.5603 -1.0295
N -1.5620 0.5738 1.1110
N -1.5181 1.7276 0.3557
H 2.8727 -1.0085 -1.5646
H 2.3136 0.0427 -2.8808
H 1.6020 -1.5649 -2.6623
H 0.7395 -0.8903 2.8107
H -0.2219 -2.1858 2.0929
H -1.0193 -0.8924 3.0108
H -1.5799 2.0406 -1.7242
H -2.4205 0.0644 0.9155
H -0.8440 2.3503 0.8077
```

=====

Here are the energies relative to the best structure, in hartree: <a> 0.0662; <b> 0.0000.

=====

<a>
Below is C6H9N3 in the gas phase, with properties calculated with ωB97M-V/def2-TZVPD.

2S+1 = 1
orbital gap = 10.01 eV
SMILES = [H]/N=C\N=C/N1C[C@H]1C=C

```
18
C6H9N3 (ωB97M-V/def2-TZVPD)
C 2.2165 0.8746 -0.4243
C 1.3787 -0.1703 -0.2142
C 0.2306 -0.4663 -1.0336
C -0.4249 0.7194 -1.7932
C -1.4130 0.6610 0.4229
C -1.1659 -1.2541 1.6119
H 3.1168 1.0469 0.1240
H 1.9801 1.7557 -1.0917
H 1.4963 -0.9250 0.5130
H 0.2506 -1.4598 -1.4596
H -0.1499 1.7445 -1.8034
H -0.7420 0.3283 -2.8005
H -1.5564 1.7514 0.3371
H -1.5105 -1.7613 0.7962
H -0.5303 -1.1420 3.3603
N -1.1008 -0.0236 -0.7472
N -1.4051 0.1610 1.5789
N -0.6709 -1.8404 2.6235
```

=====

<b>
Below is C6H9N3 in the gas phase, with properties calculated with ωB97M-V/def2-TZVPD.

2S+1 = 1
orbital gap = 9.56 eV
SMILES = CN1CCC/C1=N\C#N

```
18
C6H9N3 (ωB97M-V/def2-TZVPD)
C -1.2631 2.0700 -0.0109
C -2.1656 -0.2387 0.0791
C -1.6054 -1.6541 -0.1961
C -0.0340 -1.4595 0.1178
C 0.2248 0.0149 -0.0135
C 2.4773 0.1640 0.0356
H -1.2471 2.5093 1.0093
H -2.3750 2.1728 -0.4508
H -0.3699 2.5620 -0.6338
H -2.6728 -0.3960 1.0536
H -2.8865 0.2244 -0.5499
H -2.0149 -2.4329 0.4657
H -1.7535 -2.1039 -1.2213
H 0.2103 -1.6592 1.1969
H 0.6398 -2.1680 -0.3984
N -1.0061 0.6333 0.0418
N 1.2688 0.7530 -0.1136
N 3.5467 -0.2560 -0.0059
```

=====

Here are the energies relative to the best structure, in hartree: <a> 0.0813; <b> 0.0000.